The following is a DFT calculation (ωB97M-V with the def2-TZVPD basis set) of a gas-phase ion, C13H15N2 (charge +1) at a distorted geometry.

Each line ends with the natural charge from an NBO analysis.
Atoms and positions in Å:
C1 -0.9757 1.8264 2.7564  -0.22
C2 -1.7524 0.6892 2.9435  -0.12
C3 -0.1268 1.8952 1.6802  -0.13
C4 -1.6380 -0.3708 2.0698  -0.28
C5 -0.0259 0.8631 0.7161  -0.23
C6 -0.7689 -0.3384 0.9794  0.31
C7 1.2262 0.1381 -2.7457  -0.18
C8 1.2014 -1.1896 -2.8176  0.00
C9 0.2416 -1.4428 -0.7734  0.38
C10 0.3455 0.9880 -1.8430  -0.54
C11 0.8009 1.1770 -0.4197  0.45
C12 2.1253 1.7994 -0.2528  -0.74
C13 -1.3160 -2.7378 0.5840  -0.43
N1 -0.6214 -1.5098 0.2079  -0.43
N2 0.3965 -1.9664 -1.9439  -0.59
H1 -1.0518 2.6587 3.4379  0.24
H2 -2.4332 0.6216 3.7771  0.24
H3 0.4136 2.8129 1.5042  0.22
H4 -2.2378 -1.2440 2.2590  0.23
H5 1.8748 0.6709 -3.4214  0.23
H6 1.7785 -1.7420 -3.5432  0.23
H7 0.3001 1.9866 -2.2970  0.24
H8 -0.6631 0.5645 -1.8479  0.24
H9 2.8816 1.0142 -0.3825  0.30
H10 2.2775 2.2249 0.7366  0.25
H11 2.3195 2.5429 -1.0289  0.25
H12 -1.0244 -3.5256 -0.1086  0.22
H13 -1.0396 -3.0426 1.5938  0.23
H14 -2.3976 -2.6037 0.5257  0.22
H15 -0.1103 -2.7601 -2.3460  0.40

Force components x, y, z for each atom (eV/Å):
-0.0828 0.0503 0.0774
0.2126 0.1393 -0.1873
-0.0236 -0.1077 -0.0713
-0.1063 -0.0811 -0.0724
-0.1925 0.0459 0.3903
-0.0081 0.3619 0.1273
0.0252 -0.0817 0.0034
0.3297 0.3986 -0.4339
1.0269 3.1429 0.6141
-0.2262 -0.0526 -0.1275
-0.2708 -2.5581 -0.5955
0.1021 0.3690 0.1235
-0.4486 -0.2798 0.0044
0.0067 -0.5883 0.0142
-0.4794 -0.9063 0.0015
-0.0052 0.0803 0.0416
-0.0501 -0.0205 0.0826
0.0925 0.0392 0.0445
0.0004 -0.1390 -0.0057
0.1279 -0.0426 -0.1487
0.0287 -0.0214 -0.0494
-0.0624 0.0290 0.0555
0.0278 0.1487 0.0184
-0.1319 -0.0539 -0.0367
0.0470 -0.0432 -0.0271
-0.0137 -0.0177 0.0389
0.0070 0.0454 0.0407
0.0038 0.0294 -0.0605
0.0494 -0.0568 0.0106
0.0139 0.1708 0.1273

Computed properties:
- energy relative to the best compared isomer or geometry (same formula, charge and spin) (eV) = 4.317
- HOMO level (alpha / beta) (eV) = -11.6 / -11.6
- LUMO (alpha / beta) (eV) = -4.6979 / -4.6962
- Kohn-Sham gap (alpha / beta) (eV) = 6.9 / 6.9
- total charge = +1

=====

The following is a DFT calculation (ωB97M-V with the def2-TZVPD basis set) of a molecular structure, C13H15N3O3S at a distorted geometry.

Each line ends with the natural charge from an NBO analysis.
Atoms and positions in Å:
N1 -5.5465 3.6557 0.9548  -0.39
C1 -5.4589 3.4411 -0.1839  0.53
O1 -5.1583 3.1234 -1.4312  -0.47
C2 -3.7365 3.0027 -1.5083  0.28
C3 -2.9949 4.2407 -1.6210  -0.24
C4 -1.6183 4.1818 -1.6601  -0.20
C5 -0.9947 2.8953 -1.6262  0.14
N2 0.3335 2.6206 -1.6561  -0.60
S1 0.4787 1.0239 -1.6001  0.97
N3 -1.0656 0.4982 -1.4864  -0.60
C6 -1.7547 1.6520 -1.5242  0.08
C7 -3.1879 1.7571 -1.4520  -0.24
H1 -3.4885 5.2164 -1.6736  0.24
H2 -1.0654 5.1218 -1.7171  0.24
H3 -3.8463 0.8881 -1.3445  0.25
C8 -0.5099 -3.0453 -0.8485  -0.72
C9 0.6539 -3.5181 -0.0182  0.60
O2 1.7927 -3.4161 -0.4170  -0.55
C10 0.3435 -4.1215 1.3290  -0.72
H4 -0.1388 -2.6351 -1.7862  0.24
H5 -1.1757 -3.8812 -1.0706  0.23
H6 -1.0532 -2.2640 -0.3142  0.24
H7 -0.2839 -5.0056 1.2057  0.23
H8 -0.1649 -3.3881 1.9576  0.23
H9 1.2724 -4.4165 1.8155  0.23
C11 4.1063 -0.5249 3.0151  -0.72
C12 3.7181 -0.1797 1.5978  0.59
O3 3.4862 0.9625 1.2699  -0.55
C13 3.6306 -1.3151 0.6116  -0.72
H10 4.1300 0.3840 3.6145  0.23
H11 3.3745 -1.2106 3.4456  0.23
H12 5.0976 -0.9809 3.0292  0.23
H13 2.8807 -2.0320 0.9357  0.24
H14 4.6014 -1.8053 0.5206  0.23
H15 3.3428 -0.9253 -0.3632  0.23

Force components x, y, z for each atom (eV/Å):
-0.3230 -0.0647 -1.2615
0.4735 -0.2449 0.4140
-0.1383 0.2990 1.1233
0.6768 0.4498 -0.2464
0.7122 -0.7263 -0.0030
-0.9566 0.0330 -0.0235
0.6033 -1.3207 0.2124
-0.8400 -0.2808 -0.1488
0.1368 -0.2110 0.2243
0.9030 1.8349 -0.2771
-1.4604 0.8770 0.0527
-0.2500 0.1736 -0.0496
-0.0415 -0.5777 0.1015
0.1226 -0.5598 -0.0206
0.4202 0.2994 -0.0579
0.1991 0.0739 -0.1629
0.0777 -0.0502 -0.1523
-0.1557 -0.1439 -0.0102
0.3245 -0.0053 0.0416
-0.0144 -0.0036 0.0400
-0.1224 0.0729 0.1397
-0.1510 -0.1085 -0.0123
-0.1484 0.1084 0.0701
-0.1752 -0.1037 -0.0349
-0.0239 0.0040 -0.0374
-0.0309 0.3121 0.0762
0.0303 0.1424 -0.1796
-0.0377 -0.0175 0.0556
0.0374 0.4451 -0.0114
-0.0081 -0.0207 -0.0409
0.1377 -0.1464 -0.0216
-0.0922 -0.1759 0.0314
0.2087 -0.1566 0.0356
-0.0905 -0.1773 0.0994
-0.0039 -0.0301 0.0339

Computed properties:
- energy relative to the best compared isomer or geometry (same formula, charge and spin) (eV) = 3.348
- HOMO level (eV) = -9.5
- LUMO (eV) = -0.9744
- Kohn-Sham gap (eV) = 8.5

=====

The following is a DFT calculation (ωB97M-V with the def2-TZVPD basis set) of a single C13H15N3S molecule at a distorted geometry.

Each line ends with the natural charge from an NBO analysis.
Atoms and positions in Å:
S1 3.8789 -0.1888 0.0956  -0.13
N1 -0.8024 0.5806 -0.0830  -0.52
C1 2.3251 0.3603 0.0579  0.14
C2 0.0073 -0.3171 -0.5589  0.50
C3 -1.1356 4.1197 0.7345  -0.21
C4 0.1582 4.5209 1.1098  -0.22
C5 -1.4064 2.8013 0.3066  -0.19
C6 1.1855 3.5339 1.1118  -0.22
C7 -0.3871 1.8258 0.3395  0.12
C8 0.8948 2.2113 0.7990  0.08
N2 1.9511 1.2866 1.0287  -0.58
N3 -0.5285 -1.6207 -0.7224  -0.42
C9 1.3940 -0.0064 -1.0476  -0.58
C10 -1.8527 -1.9581 -0.1677  -0.21
C11 0.3594 -2.7473 -0.9702  -0.22
C12 -1.7033 -3.4578 0.1696  -0.41
C13 -0.5662 -3.9477 -0.7713  -0.40
H1 -1.9487 4.8167 0.7439  0.21
H2 0.3349 5.5240 1.3721  0.21
H3 -2.3643 2.5754 -0.0329  0.22
H4 2.1880 3.7789 1.4597  0.21
H5 2.7053 1.5936 1.6511  0.42
H6 1.8210 -0.8250 -1.5993  0.26
H7 1.3560 0.8330 -1.7666  0.27
H8 -2.6358 -1.8504 -0.9007  0.19
H9 -2.1406 -1.3786 0.7450  0.23
H10 1.1632 -2.8082 -0.2613  0.20
H11 0.7515 -2.7341 -2.0133  0.20
H12 -1.3383 -3.4825 1.2161  0.20
H13 -2.6159 -4.0095 0.0889  0.22
H14 -1.0119 -4.1961 -1.7671  0.20
H15 -0.0365 -4.8338 -0.3672  0.22

Force components x, y, z for each atom (eV/Å):
-0.1760 -0.3697 -0.0537
0.8941 -1.4622 0.2086
1.4610 1.1199 1.5895
-2.4077 -0.7050 0.2384
0.6827 -1.0007 -0.3247
-0.0963 -2.5644 -0.6313
2.6878 1.7880 1.2352
-1.4049 1.1591 0.4676
-0.6296 0.8519 -0.6528
0.0747 0.0843 0.2600
-0.4975 -1.0382 -1.8233
1.0625 2.6802 0.3322
-0.3522 0.2622 -0.0720
0.2713 -0.7661 0.6774
-0.8805 -0.5873 -0.6858
1.7597 0.8679 0.5405
-0.8374 -0.6228 -0.5312
-0.2204 0.3984 -0.0209
0.3758 0.9962 0.3494
-1.3598 -0.6887 -0.4441
-0.1602 0.0332 -0.1621
-0.4269 -0.3183 -0.5223
0.2209 -0.2729 -0.0023
-0.2103 -0.0657 0.4032
-0.2223 0.4521 -0.4299
0.5542 -0.1982 -0.9376
0.6482 0.2494 0.3226
-0.0787 0.0140 0.7580
-0.2465 -0.3546 -0.4334
-0.4807 -0.3498 -0.0663
0.3184 -0.0763 0.7868
-0.3234 0.4841 -0.3757

Computed properties:
- energy relative to the best compared isomer or geometry (same formula, charge and spin) (eV) = 0.281
- HOMO level (eV) = -7.8
- LUMO (eV) = 0.4093
- Kohn-Sham gap (eV) = 8.2
- SMILES = S=C1CC(N2CCCC2)=Nc2ccccc2N1

=====

The following is a DFT calculation (ωB97M-V with the def2-TZVPD basis set) of a molecular structure, C13H15N6OPtS at a distorted geometry.

Each line ends with the Löwdin spin population.
Atoms and positions in Å:
Pt1 4.0713 -15.3375 1.8027  0.70
O1 0.9777 -17.3669 0.0330  0.13
C1 1.7953 -16.5461 0.4778  0.08
N1 2.5982 -16.6864 1.5914  0.05
C2 2.7752 -18.0042 2.0896  0.01
C3 3.9896 -18.0260 3.0000  0.01
C4 4.0503 -18.9208 4.0853  0.00
C5 4.9620 -18.6494 5.0869  0.01
C6 5.6768 -17.4478 5.0693  0.00
C7 5.5333 -16.6130 3.9998  0.01
N2 4.6981 -16.8598 2.9581  0.01
C8 1.7362 -15.1434 0.0118  0.19
C9 0.8231 -14.6485 -0.8766  0.00
C10 0.8941 -13.3602 -1.3613  0.19
C11 1.7984 -12.4809 -0.7105  0.06
C12 2.6531 -13.0084 0.2094  0.08
N3 2.6511 -14.3253 0.6242  0.22
H1 2.7952 -18.6569 1.2236  0.00
H2 1.7311 -18.3061 2.5474  0.00
H3 3.5555 -19.8805 4.1179  0.00
H4 5.0236 -19.3645 5.8806  0.00
H5 6.2449 -17.1784 5.9356  0.00
H6 6.0873 -15.7351 3.9426  0.00
H7 0.0784 -15.3212 -1.3412  0.00
H8 0.3530 -13.0543 -2.2606  0.01
H9 1.8839 -11.4923 -1.1247  0.00
H10 3.3973 -12.3899 0.7041  0.00
N4 3.2731 -14.2085 3.4977  0.17
N5 4.2643 -13.3873 4.1350  0.01
C13 5.3710 -12.9179 3.5144  0.01
N6 6.1024 -12.0174 4.1303  0.00
S1 5.7809 -13.6615 2.0234  0.03
H11 2.5391 -13.6401 3.1337  0.00
H12 2.9053 -14.9109 4.1580  0.00
H13 4.0511 -12.9998 5.0665  0.00
H14 5.8245 -11.6974 5.0744  0.00
H15 6.8322 -11.4653 3.6131  0.00

Force components x, y, z for each atom (eV/Å):
-3.3418 -0.3657 -1.7095
1.5240 -0.4405 0.9253
-2.8861 1.8817 -1.3533
1.0269 0.9981 -0.5659
-1.5743 -1.1068 0.2538
-2.4839 0.6794 0.2590
1.7639 0.3256 -0.6309
-0.5127 0.2250 -0.4043
-0.5956 -0.7691 0.2358
-0.4163 -1.1931 -0.1890
1.2909 -1.4064 1.8817
0.5089 -2.0935 1.4363
-1.2258 -0.1970 -2.0041
-0.2716 -0.2521 0.0566
0.4216 -0.6882 -0.4503
0.4896 0.6747 0.6236
1.7516 1.5639 -0.2298
0.5262 -0.6361 -0.0975
2.2568 0.2326 -0.0390
-0.5140 0.2615 -0.3389
0.2860 -0.0519 0.5261
0.5457 0.2066 0.0363
0.8190 1.4750 -0.1618
0.7162 0.1147 0.5186
-0.0839 -0.0610 0.6199
0.2859 0.3879 0.4986
-0.0041 0.0378 -0.1866
1.3903 0.0849 1.6517
-0.6946 0.3751 1.4873
-0.8660 -2.0157 -1.5567
0.8781 1.6224 0.5481
0.4515 0.6115 0.0305
-0.8013 0.5234 -0.3829
0.2701 0.5712 -0.2598
-0.2657 -0.3920 -0.8199
0.4111 -0.0589 -1.0716
-1.0767 -1.1248 0.8626

Computed properties:
- energy relative to the best compared isomer or geometry (same formula, charge and spin) (eV) = 0.000
- HOMO level (alpha / beta) (eV) = -7.4 / -11.5
- spin multiplicity = 3
- LUMO (alpha / beta) (eV) = -3.4437 / -4.9173
- Kohn-Sham gap (alpha / beta) (eV) = 4.0 / 6.6
- total charge = +1

=====

The following is a DFT calculation (ωB97M-V with the def2-TZVPD basis set) of 2 unconnected molecules or ions with the total composition C13H15NO at a distorted geometry.

Each line ends with the natural charge from an NBO analysis.
Atoms and positions in Å:
C1 0.8642 1.9803 -3.0381  -0.21
C2 -0.3346 1.2451 -2.8139  -0.21
C3 1.9927 1.4471 -2.4812  -0.21
C4 -0.3153 -0.0035 -2.2304  -0.18
C5 2.0559 0.1999 -1.8690  -0.19
C6 0.8877 -0.5113 -1.6560  -0.14
C7 0.7050 -1.7673 -1.1246  0.15
C8 0.7409 0.0893 1.1900  -0.21
C9 -0.6687 -0.4622 1.4239  -0.10
C10 0.0922 0.5065 2.2451  0.04
C11 -1.7792 0.1427 0.6744  -0.63
C12 -0.9661 -1.8734 1.8783  -0.64
C13 0.0008 1.2765 3.5325  -0.66
N1 0.2572 -2.8419 -0.9869  0.25
O1 -0.1790 -3.9011 -0.8161  -0.38
H1 0.9815 2.8924 -3.6897  0.23
H2 -1.2695 1.6442 -3.3232  0.22
H3 2.9754 1.9773 -2.4943  0.22
H4 -1.2670 -0.6757 -2.3251  0.24
H5 3.0154 -0.0706 -1.4094  0.23
H6 1.5973 0.2277 0.3949  0.23
H7 -2.6263 0.3902 1.3641  0.20
H8 -2.2343 -0.4209 -0.0895  0.20
H9 -1.4702 0.9945 0.0842  0.21
H10 -1.5406 -2.5282 1.1232  0.22
H11 -1.4763 -1.7879 2.8587  0.21
H12 0.0564 -2.4263 1.9188  0.22
H13 -1.0356 1.7034 3.6155  0.23
H14 0.7909 2.0687 3.5851  0.23
H15 0.1491 0.4843 4.4587  0.23

Force components x, y, z for each atom (eV/Å):
-0.6958 0.1021 -0.1055
-0.5570 1.2836 -2.1727
2.3220 0.2638 0.0663
-1.2307 -0.5558 -0.3021
0.1259 0.3823 1.1933
-1.2927 1.5655 -2.4919
-0.1095 -3.9683 1.1579
1.0088 0.6855 -0.8056
0.5073 -0.0704 -0.6709
1.1952 -0.1899 0.6359
-1.6542 1.3648 0.1563
1.6289 -1.7142 -0.6312
0.0838 -1.4084 1.2668
1.9493 5.0066 -0.7896
-1.3256 -3.5172 0.6718
-0.6843 -0.9703 1.0712
1.1458 -0.7397 0.8939
-1.0129 -0.2636 -0.3877
1.9557 1.4222 0.6380
-0.5096 -0.2927 -0.3214
-1.9444 -0.3200 2.3813
0.5641 0.1735 -0.4658
-0.4825 -1.5711 -0.7822
0.1295 0.7859 0.4656
0.4623 1.3327 1.2072
0.2429 -0.7092 -0.4833
-1.7246 0.7654 0.6419
1.0726 -0.2374 0.1144
-0.8087 -0.6929 0.1123
-0.3618 2.0876 -2.2643

Computed properties:
- energy relative to the best compared isomer or geometry (same formula, charge and spin) (eV) = 6.763
- HOMO level (eV) = -8.6
- LUMO (eV) = 0.3047
- Kohn-Sham gap (eV) = 8.9
- SMILES = [O-][N+]#Cc1ccccc1.CC1=CC1(C)C

=====

The following is a DFT calculation (ωB97M-V with the def2-TZVPD basis set) of a molecular structure, C13H16CaIN3S at a distorted geometry.

Each line ends with the Mulliken charge.
Atoms and positions in Å:
C1 1.9219 0.4363 -3.2364  -0.93
C2 2.6251 -1.4539 -2.0012  -1.18
H1 0.9041 0.4089 -3.8233  0.26
H2 2.7642 0.2215 -3.8445  0.48
H3 1.9523 1.4876 -2.8413  0.11
H4 2.0739 -2.3570 -1.9241  0.36
H5 3.3977 -1.5690 -2.8713  0.31
H6 3.2077 -1.3906 -0.9617  0.33
Ca1 1.1301 -0.2246 -1.4306  1.30
C3 2.7604 0.2264 0.7402  -1.39
H7 2.8862 -0.7662 1.1998  0.43
H8 2.0455 0.8787 1.2778  0.33
H9 3.7032 0.7247 0.4496  0.24
I1 -1.4248 -1.3320 -2.8514  -0.50
N1 -2.0105 0.9017 1.5184  -0.06
C4 -2.1808 -0.4026 1.9517  0.62
C5 -3.1327 -1.0037 2.7361  -0.84
C6 -3.1085 -2.4024 2.8598  -0.49
C7 -2.1482 -3.1584 2.1692  -0.52
C8 -1.1865 -2.5233 1.3564  -0.68
C9 -1.2106 -1.1692 1.2481  0.12
N2 -0.4953 -0.2947 0.4228  0.26
C10 -0.9976 0.9544 0.6107  0.06
C11 -0.5221 2.1611 -0.0418  -0.12
C12 -0.9753 3.4435 0.2325  -0.50
S1 -0.1531 4.5955 -0.7508  -0.13
C13 0.7851 3.2978 -1.4825  -0.17
N3 0.4757 2.1345 -1.0110  0.00
H10 -2.5522 1.6900 1.8247  0.20
H11 -3.8857 -0.3998 3.2404  0.35
H12 -3.8366 -2.9327 3.4883  0.35
H13 -2.1528 -4.2447 2.2578  0.37
H14 -0.4268 -3.0881 0.7816  0.32
H15 -1.7324 3.6658 0.9583  0.35
H16 1.4998 3.4845 -2.2523  0.36

Force components x, y, z for each atom (eV/Å):
0.7321 0.9186 -4.1911
7.4033 -1.5500 -3.7976
1.7137 -0.8631 1.2774
0.3894 0.2757 -0.8519
0.5297 -1.2514 0.3732
-1.5397 -0.8028 -0.6189
-1.2298 -0.2922 1.9793
-1.4382 1.4765 -1.6657
-5.8891 1.5716 7.0445
-0.3902 0.0277 -0.3795
0.0959 0.5916 0.1178
0.5022 -0.3883 -0.1898
-0.4425 -0.2939 0.3240
0.1781 0.0859 0.0528
-0.1899 0.5162 0.2695
0.6606 -0.4808 -0.9923
-0.7101 -0.4248 0.8010
0.1650 0.2410 -0.1120
0.5639 0.5169 -0.3425
0.2367 -2.1249 0.0362
-0.6310 2.9188 -0.2515
-0.4026 1.8170 0.2918
0.6056 -3.6044 0.3061
0.1565 1.9420 -0.2861
0.8283 -1.2011 -0.7163
0.2259 -0.8981 -0.0308
-1.6984 0.5611 1.5002
-0.3147 -0.5785 0.2224
-0.0742 -0.0537 0.0302
0.0699 -0.2347 -0.0354
0.2902 0.4451 -0.3244
0.0379 0.3206 -0.0434
-0.6796 0.2453 0.4526
-0.0914 0.4694 0.0271
0.3365 0.1017 -0.2770

Computed properties:
- energy relative to the best compared isomer or geometry (same formula, charge and spin) (eV) = 6.560
- HOMO level (alpha / beta) (eV) = -6.7 / -6.7
- LUMO (alpha / beta) (eV) = -1.9977 / -1.9982
- Kohn-Sham gap (alpha / beta) (eV) = 4.7 / 4.7